(1)
{"formula": "C4H7OP", "method": "ωB97M-V with the def2-TZVPD basis set", "symbols": ["C", "P", "C", "C", "C", "O", "H", "H", "H", "H", "H", "H", "H"], "xyz": [[1.4136, 1.1737, 0.4317], [0.8979, -0.4678, -0.3924], [-0.9296, -0.3552, -0.0882], [-2.4264, 0.5709, -0.3178], [-3.4227, 1.1867, 0.2864], [-4.1685, 1.9737, 0.7618], [2.3710, 1.5835, -0.0119], [1.4818, 1.2759, 1.4885], [0.4756, 1.5854, 0.1663], [1.0576, -0.0133, -1.7458], [-1.2613, -1.2932, -0.4389], [-0.8072, -0.3770, 0.9874], [-2.6391, 0.1377, -1.2435]], "lumo_energy_ev": 0.26, "e_homo_ha": -0.3292, "smiles": "CPCC=C=O", "orbital_gap_ev": 9.22}

---

(2)
{"formula": "C4H7OP", "method": "ωB97M-V with the def2-TZVPD basis set", "symbols": ["C", "C", "C", "C", "O", "P", "H", "H", "H", "H", "H", "H", "H"], "xyz": [[-1.2584, -0.7751, 0.3593], [-1.1421, -1.9202, -0.2813], [-0.8534, 0.6511, -0.0421], [0.6131, 0.8359, -0.5364], [3.2963, 0.0662, 0.0540], [1.8644, -0.3360, 0.2681], [-1.7409, -0.7303, 1.3635], [-1.1683, -2.9273, -0.5762], [-1.3961, 1.0984, -0.9761], [-1.0766, 1.3810, 0.7769], [0.6072, 0.7233, -1.6089], [1.0077, 1.9271, -0.3107], [1.2472, 0.0060, 1.5098]], "lumo_energy_ev": [-1.43, -0.26], "e_homo_ha": [-0.3175, -0.3233], "orbital_gap_ev": [7.21, 8.54]}

---

(3)
{"formula": "C4H7OP", "method": "ωB97M-V with the def2-TZVPD basis set", "symbols": ["O", "P", "C", "C", "C", "C", "H", "H", "H", "H", "H", "H", "H"], "xyz": [[2.7471, -0.2345, 0.1911], [1.3864, -0.0589, -0.3753], [0.3938, 1.3762, 0.0575], [-0.8730, 1.0586, 0.2482], [-1.2928, -0.3559, -0.1199], [0.1076, -1.1549, 0.2965], [1.4446, -0.3769, -1.7521], [0.7073, 2.3837, 0.1582], [-1.7289, 1.8041, 0.5160], [-2.0729, -0.6408, 0.5113], [-1.4822, -0.6322, -1.1356], [0.4718, -0.9973, 1.3861], [0.1911, -2.1712, 0.0178]], "lumo_energy_ev": 0.83, "e_homo_ha": -0.3630, "smiles": "O=[P@@H]1C=CCC1", "orbital_gap_ev": 10.71}

---

(3) (295.3 kJ/mol below the next structure)

---

(1)
{"formula": "H12O6", "method": "ωB97M-V with the def2-TZVPD basis set", "symbols": ["O", "H", "H", "O", "H", "H", "O", "H", "H", "O", "H", "H", "O", "H", "H", "O", "H", "H"], "xyz": [[-7.7681, -3.3193, 1.0133], [-7.3336, -4.0955, 0.6599], [-7.9336, -2.7678, 0.2486], [-5.2600, 0.5726, 4.8320], [-5.4264, 1.3224, 4.2608], [-5.4000, 0.9094, 5.7170], [-8.1590, -0.8731, 2.7920], [-7.2734, -0.6076, 3.0401], [-8.0299, -1.5241, 2.1022], [-9.0752, -2.8400, 4.8643], [-9.8778, -2.3576, 5.0627], [-8.6118, -2.2865, 4.2356], [-9.7353, -4.6701, 2.3430], [-9.0898, -4.1060, 1.9172], [-9.9152, -4.2403, 3.1791], [-11.1371, -0.8807, 2.9174], [-10.2611, -0.9250, 2.5340], [-10.9846, -0.8548, 3.8620]], "multiplicity": 2, "lumo_energy_ev": [3.14, 3.08], "e_homo_ha": [0.0158, -0.2635], "orbital_gap_ev": [2.71, 10.25], "s_squared": 0.75, "total_charge": -1}

---

(2)
{"formula": "H12O6", "method": "ωB97M-V with the def2-TZVPD basis set", "symbols": ["O", "H", "H", "O", "H", "H", "O", "H", "H", "O", "H", "H", "O", "H", "H", "O", "H", "H"], "xyz": [[-4.6090, -2.7582, 1.2692], [-4.1060, -3.4702, 0.7100], [-4.7236, -3.2592, 2.1021], [4.8469, 10.4517, -1.6886], [4.9863, 10.2747, -0.7609], [5.5039, 10.0604, -2.2276], [-0.5470, -6.9117, -0.9564], [0.3596, -7.1917, -0.9154], [-0.3813, -5.9867, -1.3500], [-3.1202, -6.3050, 0.1692], [-3.1975, -6.3006, -0.8231], [-2.2987, -6.8750, 0.1456], [3.9523, 8.9507, 3.7721], [2.9526, 8.5498, 3.6699], [4.0681, 9.2764, 4.6695], [-0.8111, -3.1074, -2.6085], [-1.6573, -3.0660, -3.1018], [-1.2179, -2.3319, -2.0752]], "multiplicity": 2, "lumo_energy_ev": [1.78, 1.78], "e_homo_ha": [0.0285, -0.2599], "orbital_gap_ev": [1.00, 8.85], "s_squared": 0.75, "total_charge": -1}

---

(1) (160.3 kJ/mol below the next structure)

---

(1)
{"formula": "C21H23N3O5S", "method": "ωB97M-V with the def2-TZVPD basis set", "symbols": ["C", "C", "C", "C", "C", "C", "N", "C", "O", "C", "C", "C", "N", "S", "O", "O", "C", "C", "C", "C", "C", "C", "N", "C", "O", "C", "O", "C", "C", "C", "H", "H", "H", "H", "H", "H", "H", "H", "H", "H", "H", "H", "H", "H", "H", "H", "H", "H", "H", "H", "H", "H", "H"], "xyz": [[-5.8196, -3.5416, -0.7102], [-5.9053, -2.1567, -0.1450], [-7.0676, -1.6945, 0.4554], [-7.1251, -0.4097, 0.9690], [-6.0271, 0.4227, 0.8886], [-4.8527, -0.0301, 0.2890], [-3.7718, 0.8620, 0.2331], [-2.5133, 0.6636, -0.2463], [-2.1285, -0.3843, -0.7217], [-1.6201, 1.8949, -0.0947], [-0.5793, 1.6515, 1.0111], [0.4756, 0.6407, 0.5597], [1.1060, 1.0264, -0.6835], [2.2819, 2.2067, -0.5249], [1.9507, 3.2151, 0.4475], [2.6366, 2.6400, -1.8444], [3.6111, 1.2047, 0.1329], [4.1005, 1.4135, 1.4069], [5.1257, 0.6139, 1.8845], [5.6527, -0.3910, 1.0834], [5.1322, -0.6070, -0.2022], [4.1109, 0.2012, -0.6747], [5.6334, -1.6692, -0.9520], [6.7221, -2.3948, -0.5906], [7.1124, -3.3499, -1.2171], [7.4466, -1.8542, 0.6372], [6.6375, -1.1823, 1.5836], [0.1605, 1.2126, -1.7646], [-0.9042, 2.2480, -1.4073], [-4.7999, -1.3185, -0.2247], [-5.5867, -3.5014, -1.7732], [-5.0250, -4.1012, -0.2191], [-6.7565, -4.0766, -0.5782], [-7.9321, -2.3384, 0.5224], [-8.0323, -0.0546, 1.4350], [-6.0748, 1.4259, 1.2896], [-3.9780, 1.7710, 0.6244], [-2.2396, 2.7507, 0.1970], [-1.0676, 1.2898, 1.9187], [-0.0777, 2.5952, 1.2312], [1.2623, 0.5525, 1.3122], [0.0164, -0.3395, 0.4025], [3.6801, 2.2068, 2.0034], [5.5295, 0.7483, 2.8747], [3.6944, 0.0613, -1.6590], [5.1548, -1.9240, -1.8065], [7.9227, -2.6816, 1.1674], [8.2355, -1.1761, 0.2725], [0.7327, 1.5420, -2.6322], [-0.3042, 0.2454, -1.9694], [-0.4141, 3.2167, -1.2820], [-1.6285, 2.3242, -2.2205], [-3.8935, -1.6697, -0.6886]], "lumo_energy_ev": 0.55, "e_homo_ha": -0.3180, "smiles": "Cc1cccc(NC(=O)C2CCN(S(=O)(=O)c3ccc4c(c3)NC(=O)CO4)CC2)c1", "orbital_gap_ev": 9.20}

---

(2)
{"formula": "C21H23N3O5S", "method": "ωB97M-V with the def2-TZVPD basis set", "symbols": ["C", "H", "H", "H", "C", "C", "C", "C", "C", "C", "C", "H", "H", "C", "C", "C", "N", "O", "C", "H", "H", "H", "H", "H", "S", "O", "O", "N", "C", "C", "N", "C", "O", "C", "C", "C", "C", "O", "H", "H", "H", "C", "H", "C", "H", "H", "H", "H", "H", "H", "H", "H", "H"], "xyz": [[4.8066, 0.7433, 2.8303], [4.7979, 0.8026, 1.6099], [5.0375, -0.3342, 2.9837], [5.6326, 1.4203, 3.1211], [3.6868, 1.1303, 3.2399], [2.5362, 0.1125, 3.0003], [1.8211, 0.3102, 1.9059], [0.9545, -0.8587, 1.2436], [0.6997, -1.9899, 2.0681], [1.3362, -2.0000, 3.2654], [2.1224, -1.2590, 3.7482], [2.8089, -1.3758, 4.6354], [1.3107, -2.8121, 3.8321], [-0.4259, -2.9203, 1.6512], [-0.6700, -4.1339, 2.0675], [-1.7532, -4.4747, 1.3599], [-1.8211, -3.4844, 0.2737], [-1.0133, -2.5680, 0.5886], [-2.6170, -5.8426, 1.1440], [-3.1995, -5.8127, 2.2834], [-3.1182, -5.8746, 0.3815], [-1.9567, -6.6957, 1.4397], [-0.5321, -4.6529, 3.0713], [0.2734, -0.6390, 0.5386], [2.0819, 1.3696, 0.5001], [3.3140, 1.5416, 0.0334], [1.8036, 2.9348, 1.4038], [0.8343, 1.2533, -0.6012], [1.3845, 1.1712, -1.7665], [0.2819, 0.3802, -2.5975], [-1.0067, 0.8891, -2.6109], [-1.3136, 1.5243, -3.7682], [-0.8579, 1.4752, -4.7681], [-2.5985, 2.3763, -3.7042], [-3.1184, 3.0993, -4.7198], [-4.6255, 3.3953, -4.3734], [-4.5971, 2.9241, -3.2638], [-3.7961, 2.3672, -2.5371], [-5.5392, 3.0345, -2.4324], [-5.1910, 4.0317, -4.7840], [-2.7389, 3.4242, -5.6097], [-1.5027, 1.2336, -0.9485], [-1.4578, 0.2798, -0.6167], [-0.2251, 2.1692, -0.4224], [-0.1926, 2.9368, -0.9183], [-0.6118, 2.3115, 0.4513], [-2.3383, 1.9107, -1.2249], [0.2055, -0.4847, -2.2086], [0.5675, 0.0652, -3.7641], [1.5360, 1.9857, -2.3136], [2.3158, 0.5486, -1.8989], [3.5279, 1.0331, 4.3969], [3.1405, 2.0281, 2.7837]], "lumo_energy_ev": -0.47, "e_homo_ha": -0.3221, "orbital_gap_ev": 8.29}

---

(1) (2527.4 kJ/mol below the next structure)